C37H46Cl2CrN5O6STe | ωB97M-V with the def2-TZVPD basis set

Summary:
<S²> ... 2.0102
Energy above the lowest of the compared OMol25 structures with the same formula, charge and spin ... 25.7 kcal/mol
Total energy ... -4793.64563 a.u.
Frontier orbital gap (alpha / beta) ... 0.309 / 0.267 Ha
E_HOMO (alpha / beta) ... -10.32 / -9.18 eV

Geometry as ORCA input:
```
! wB97M-V def2-TZVPD RIJCOSX def2/J DEFGRID3
* xyz 1 3
Cr -0.225 0.288 1.424
N 3.258 0.493 0.665
C 3.363 -0.981 0.604
C 4.452 -1.406 -0.376
C 5.884 -1.268 0.149
C 6.382 0.176 0.311
N 5.651 0.896 1.326
C 6.079 1.157 2.515
N 5.224 1.755 3.384
N 7.320 0.908 2.998
C 1.965 -1.570 0.192
O 1.878 -2.722 -0.192
O 1.051 -0.702 0.258
H 2.990 0.848 -0.252
H 2.500 0.779 1.318
H 3.585 -1.347 1.612
H 4.343 -0.836 -1.303
H 4.266 -2.456 -0.613
H 6.557 -1.759 -0.556
H 5.957 -1.790 1.106
H 6.239 0.722 -0.628
H 7.455 0.153 0.519
H 4.344 0.847 1.012
H 4.347 2.109 3.045
H 5.590 2.170 4.222
H 7.970 0.323 2.507
H 7.524 1.116 3.959
C 4.624 7.208 0.761
C 3.714 6.025 0.847
C 2.961 5.619 -0.248
C 2.088 4.547 -0.152
C 1.976 3.870 1.045
C 2.728 4.249 2.144
C 3.602 5.315 2.041
S 0.672 2.700 1.351
O -0.372 3.455 1.990
O 0.222 2.046 0.115
O 1.276 1.649 2.213
H 4.489 7.730 -0.181
H 5.662 6.886 0.841
H 4.422 7.893 1.582
H 3.029 6.170 -1.173
H 1.474 4.239 -0.982
H 2.584 3.719 3.074
H 4.174 5.637 2.901
Cl -1.761 1.217 2.852
C -3.159 1.734 1.922
Cl -4.149 0.334 1.511
H -2.802 2.189 0.999
H -3.766 2.413 2.518
C -6.973 1.671 -3.746
C -6.009 0.923 -2.883
C -6.449 -0.084 -2.035
C -5.561 -0.826 -1.272
C -6.075 -1.892 -0.349
C -4.194 -0.543 -1.369
Te -2.966 -1.977 -0.365
N -1.663 -1.094 0.821
C -1.329 -1.881 1.832
O -0.453 -1.425 2.593
C -2.008 -3.181 2.033
C -3.330 -3.184 2.485
C -4.010 -4.382 2.617
C -3.377 -5.578 2.311
C -2.064 -5.572 1.873
C -1.372 -4.377 1.729
C -1.658 -2.382 -2.009
C -0.436 -1.739 -2.125
C 0.415 -2.073 -3.166
C 0.044 -3.047 -4.075
C -1.172 -3.698 -3.942
C -2.039 -3.382 -2.904
C -3.335 -4.105 -2.702
C -3.732 0.506 -2.159
C -2.283 0.872 -2.186
C -4.654 1.220 -2.914
H -7.996 1.375 -3.531
H -6.764 1.467 -4.795
H -6.877 2.743 -3.591
H -7.505 -0.298 -1.968
H -7.141 -1.757 -0.177
H -5.558 -1.845 0.616
H -5.924 -2.886 -0.775
H -3.807 -2.252 2.766
H -5.031 -4.387 2.964
H -3.904 -6.512 2.423
H -1.569 -6.503 1.640
H -0.347 -4.363 1.386
H -0.137 -1.010 -1.386
H 1.370 -1.580 -3.253
H 0.714 -3.324 -4.874
H -1.448 -4.471 -4.644
H -3.501 -4.841 -3.484
H -4.168 -3.398 -2.703
H -3.319 -4.618 -1.736
H -1.775 0.544 -1.276
H -2.167 1.950 -2.279
H -1.798 0.416 -3.050
H -4.305 2.027 -3.542
*
```